# 1
The following is a quantum chemistry calculation of a 3-piece molecular cluster, C19H28ClNO2Si overall, from the OMol25 dataset.

```
! wB97M-V def2-TZVPD RIJCOSX def2/J DEFGRID3
* xyz 0 1
N 2.204 -2.143 3.285
C 3.171 -1.073 3.113
C 3.548 -0.748 1.647
Si 2.628 0.708 0.879
Cl 1.901 0.012 -0.990
C 1.109 1.248 1.877
C -0.090 0.351 1.479
C -1.156 0.251 2.564
C -2.161 -0.819 2.140
O -1.604 -2.106 2.459
C -1.684 -3.012 1.467
O -1.248 -2.871 0.407
H 2.615 -3.055 3.163
H 1.373 -2.023 2.721
H 2.827 -0.204 3.665
H 4.074 -1.390 3.626
H 4.610 -0.519 1.570
H 3.388 -1.629 1.034
H 3.474 1.871 0.571
H 0.899 2.303 1.739
H 1.255 1.090 2.944
H 0.296 -0.655 1.321
H -0.514 0.664 0.530
H -0.683 -0.056 3.493
H -1.643 1.210 2.719
H -3.135 -0.646 2.589
H -2.252 -0.710 1.065
H -2.193 -3.950 1.732
C -5.877 -0.956 0.952
C -6.917 -0.127 1.349
C -7.247 0.985 0.587
C -6.535 1.269 -0.571
C -5.491 0.444 -0.964
C -5.162 -0.669 -0.203
H -5.623 -1.828 1.544
H -7.470 -0.348 2.254
H -8.060 1.630 0.894
H -6.795 2.134 -1.167
H -4.932 0.668 -1.864
H -4.348 -1.315 -0.511
C 4.779 0.203 -4.021
C 3.654 0.942 -3.680
C 3.322 2.073 -4.415
C 4.116 2.466 -5.485
C 5.245 1.730 -5.819
C 5.576 0.597 -5.087
H 5.036 -0.683 -3.453
H 3.035 0.635 -2.841
H 2.444 2.649 -4.153
H 3.855 3.346 -6.059
H 5.867 2.039 -6.649
H 6.455 0.022 -5.349
*
```

Computed properties:
HOMO level in eV: -9.11
LUMO in eV: 0.756
Structure (SMILES): NCC[Si@@H](Cl)CCCCOC=O.c1ccccc1.c1ccccc1
Kohn-Sham gap in Eh: 0.3624

---

# 2
The following is a quantum chemistry calculation of C19H28ClO2Zn as an isolated structure, from the OMol25 dataset.

```
! wB97M-V def2-TZVPD RIJCOSX def2/J DEFGRID3
* xyz -1 1
O 3.026 1.275 -1.998
C 2.931 1.495 -3.450
C 4.448 1.548 -3.641
H 2.399 2.436 -3.651
H 2.432 0.655 -3.952
C 4.486 1.339 -2.105
H 4.844 2.514 -3.940
H 4.892 0.722 -4.193
C 5.084 2.553 -1.429
H 4.605 3.457 -1.807
H 6.154 2.578 -1.663
H 4.975 2.508 -0.346
C 5.204 0.071 -1.694
H 4.806 -0.795 -2.225
H 5.142 -0.095 -0.618
H 6.263 0.192 -1.948
Zn -3.151 -0.107 1.227
C -3.587 -3.173 2.396
C -4.363 -2.420 1.481
C -3.578 -2.246 0.282
H -5.377 -2.053 1.618
C -2.328 -2.929 0.477
C -2.332 -3.465 1.792
H -1.525 -4.029 2.250
H -3.899 -3.493 3.389
H -3.948 -1.823 -0.655
H -1.548 -3.050 -0.263
C -3.751 -0.349 4.219
C -2.453 -0.916 4.359
C -1.540 -0.159 3.587
H -2.201 -1.759 4.997
C -2.267 0.922 2.965
C -3.650 0.803 3.404
H -4.438 1.536 3.217
H -4.661 -0.723 4.686
H -0.470 -0.338 3.488
H -1.829 1.792 2.467
O -1.360 0.001 -0.027
C 0.069 -0.157 0.213
C 0.703 0.027 -1.135
H 0.240 -1.148 0.647
H 0.378 0.622 0.925
C -0.236 0.991 -1.884
H 0.738 -0.937 -1.654
H 1.701 0.442 -1.071
C -1.597 0.614 -1.337
H -0.166 0.851 -2.972
H -0.001 2.035 -1.626
H -2.089 -0.148 -1.953
H -2.299 1.446 -1.199
Cl -4.874 0.886 0.346
*
```

Computed properties:
HOMO level in eV: -3.25
LUMO in eV: 2.024
Kohn-Sham gap in Eh: 0.1939

---

# 3
The following is a quantum chemistry calculation of C19H28CoF6NO13S2 as an isolated structure, from the OMol25 dataset.

```
! wB97M-V def2-TZVPD RIJCOSX def2/J DEFGRID3
* xyz 1 4
Co 21.599 -8.239 -7.270
C 18.096 -10.784 -6.944
F 17.504 -9.820 -7.644
F 18.258 -10.446 -5.652
F 17.348 -11.828 -6.887
S 19.756 -11.250 -7.837
O 19.900 -12.713 -7.862
O 19.733 -10.663 -9.181
N 21.015 -10.190 -7.108
S 21.472 -11.094 -5.928
O 22.391 -10.313 -5.084
O 20.470 -11.813 -5.197
C 22.620 -12.519 -6.660
F 22.411 -12.466 -7.974
F 23.868 -12.261 -6.433
F 22.233 -13.694 -6.139
O 20.753 -7.627 -5.389
C 20.859 -7.392 -4.173
O 21.188 -8.336 -3.252
C 21.242 -7.835 -1.908
C 20.448 -6.591 -1.921
C 20.506 -6.195 -3.388
H 22.283 -7.627 -1.661
H 20.859 -8.396 -1.055
H 21.068 -5.871 -1.385
H 19.422 -6.670 -1.561
H 21.141 -5.326 -3.561
H 19.535 -6.005 -3.846
O 22.565 -8.425 -9.139
C 22.959 -8.934 -10.186
O 23.903 -8.421 -10.989
C 24.429 -9.302 -12.077
C 23.625 -10.606 -11.844
C 22.619 -10.324 -10.743
H 25.499 -9.481 -11.964
H 24.116 -8.917 -13.048
H 24.229 -11.454 -11.522
H 23.360 -11.048 -12.804
H 22.439 -10.962 -9.878
H 21.707 -10.545 -11.297
O 22.417 -6.179 -7.214
C 23.222 -5.392 -7.675
O 22.888 -4.330 -8.368
C 23.891 -3.411 -8.564
C 25.167 -3.989 -7.982
C 24.650 -5.346 -7.385
H 23.499 -2.447 -8.239
H 23.914 -3.498 -9.650
H 25.451 -3.333 -7.159
H 25.958 -4.011 -8.732
H 24.937 -5.382 -6.334
H 25.046 -6.241 -7.866
O 23.671 -8.571 -6.653
C 24.769 -8.639 -6.053
O 25.865 -8.430 -6.696
C 27.034 -8.467 -5.892
C 26.683 -9.143 -4.562
C 25.174 -8.873 -4.562
H 27.470 -7.502 -5.636
H 27.872 -8.974 -6.370
H 27.366 -8.838 -3.769
H 27.024 -10.176 -4.635
H 24.901 -7.966 -4.024
H 24.610 -9.668 -4.075
C 19.594 -7.359 -9.415
O 19.802 -7.646 -8.059
H 18.737 -6.703 -9.564
H 20.410 -6.852 -9.931
H 19.395 -8.275 -9.971
H 18.952 -7.933 -7.717
*
```

Computed properties:
Energy above the lowest of the compared OMol25 structures with the same formula, charge and spin in kJ/mol: 332.33
⟨S²⟩: 3.75
HOMO level (alpha / beta) in eV: -12.37 / -12.36
LUMO (alpha / beta) in eV: -2.037 / -2.378
Kohn-Sham gap (alpha / beta) in Eh: 0.3798 / 0.3668

---

# 4
The following is a quantum chemistry calculation of C19H28EuF5O3Te as an isolated structure, from the OMol25 dataset.

```
! wB97M-V def2-TZVPD RIJCOSX def2/J DEFGRID3
* xyz -1 8
O -0.003 -0.604 -2.132
C -0.205 0.649 -3.013
C 0.221 0.042 -4.317
H 0.457 1.464 -2.752
H -1.273 0.911 -2.982
C 0.148 -1.251 -3.511
H 1.247 0.241 -4.628
H -0.557 0.240 -5.074
C 1.434 -2.017 -3.746
H 2.333 -1.408 -3.576
H 1.459 -2.328 -4.806
H 1.478 -2.919 -3.142
C -1.114 -1.999 -3.809
H -1.948 -1.304 -3.711
H -1.197 -2.820 -3.095
H -1.099 -2.378 -4.829
Eu -0.478 -1.040 0.094
C -2.626 -1.200 3.472
C -2.553 0.218 3.566
C -2.917 0.773 2.322
H -2.252 0.748 4.451
C -3.310 -0.293 1.456
C -3.098 -1.515 2.168
H -3.317 -2.526 1.801
H -2.326 -1.906 4.255
H -2.894 1.822 2.052
H -3.798 -0.169 0.485
C 1.031 -2.419 3.164
C 0.085 -3.217 2.461
C 0.575 -3.418 1.136
H -0.830 -3.649 2.894
C 1.832 -2.689 1.011
C 2.093 -2.082 2.270
H 2.956 -1.461 2.498
H 0.963 -2.146 4.215
H 0.093 -4.010 0.347
H 2.483 -2.639 0.130
O 2.222 3.160 -1.825
C 1.763 2.036 -1.051
C 0.341 2.291 -0.583
H 2.410 1.902 -0.143
H 1.885 1.106 -1.645
C 0.217 3.832 -0.526
H 0.272 1.832 0.427
H -0.480 1.870 -1.146
C 1.402 4.315 -1.431
H 0.318 4.164 0.530
H -0.748 4.229 -0.923
H 2.042 5.003 -0.833
H 1.068 4.842 -2.357
F -0.161 -0.515 4.287
Te 0.582 1.077 3.433
F 0.816 1.610 5.258
F -0.961 2.177 3.404
F 1.419 2.678 2.790
F 2.315 0.334 3.469
O 0.186 0.360 1.740
*
```

Computed properties:
Energy above the lowest of the compared OMol25 structures with the same formula, charge and spin in kJ/mol: 361.51
⟨S²⟩: 15.76
HOMO level (alpha / beta) in eV: -3.09 / -3.12
LUMO (alpha / beta) in eV: 1.822 / 1.817
Kohn-Sham gap (alpha / beta) in Eh: 0.1804 / 0.1813

---

| no. | maximum force (Eh/bohr) |
| --- | --- |
| 1 | 0.0793 |
| 2 | 0.0427 |
| 3 | 0.1325 |
| 4 | 0.0921 |